The following is a quantum chemistry calculation of an isolated molecule of C8H13BrN2O3 at a distorted geometry, from the Open Molecules 2025 dataset.

Structure (ORCA input):
```
! wB97M-V def2-TZVPD RIJCOSX def2/J DEFGRID3
* xyz 0 3
C 2.85 -0.84 -2.75
C 3.96 -0.91 -1.71
C 0.16 -0.08 0.53
C 2.14 -0.05 -0.78
C -2.19 0.49 2.66
C -1.34 -0.18 0.29
C -3.65 0.64 0.64
C -2.22 0.76 1.15
N 0.75 1.20 0.44
N 1.87 1.21 -0.03
O 1.98 0.07 -2.13
O 3.34 -0.65 -0.44
O 0.86 -0.92 -0.19
Br -3.92 1.12 -1.12
H 3.23 -0.53 -3.66
H 2.34 -1.83 -3.04
H 4.58 -1.98 -1.57
H 4.79 -0.22 -1.96
H 0.23 -0.34 1.67
H -2.95 1.13 3.06
H -1.14 0.64 3.06
H -2.59 -0.41 3.07
H -1.38 0.22 -0.73
H -1.63 -1.22 0.42
H -3.92 -0.37 0.73
H -4.20 1.23 1.34
H -1.94 1.85 1.03
*
```

Properties
**Largest force on an atom**: 0.130 Eh/bohr
**E_LUMO (spin up / spin down)**: 0.0301 / -0.0792 Ha
**Electronic energy**: -3221.65795 a.u.
**M**: 265.107 g mol⁻¹
**Kohn-Sham gap (spin up / spin down)**: 7.79 / 7.55 eV
**<S²>**: 2.01

---

The following is a quantum chemistry calculation of a cluster of 13 separate species, C29H59Cl20N5O5 in total at a distorted geometry, from the Open Molecules 2025 dataset.

Structure (ORCA input):
```
! wB97M-V def2-TZVPD RIJCOSX def2/J DEFGRID3
* xyz 0 1
Cl -1.83 -3.64 6.42
C -1.50 -2.08 5.60
C -0.09 -1.65 5.95
Cl 0.42 -0.06 5.24
H -2.30 -1.49 6.04
H -1.70 -2.12 4.53
H 0.64 -2.44 5.83
H -0.07 -1.57 7.04
Cl 1.19 -5.99 -3.89
C 1.18 -5.41 -2.19
C 2.61 -4.97 -1.81
Cl 2.92 -4.28 -0.17
H 0.82 -6.18 -1.51
H 0.60 -4.49 -2.05
H 2.97 -4.17 -2.46
H 3.29 -5.82 -1.89
Cl 0.86 2.24 -3.80
C 2.56 2.16 -3.08
C 3.47 3.32 -3.21
Cl 3.90 3.72 -4.86
H 2.96 1.21 -3.44
H 2.39 2.01 -2.02
H 4.41 3.38 -2.65
H 2.79 4.01 -2.73
Cl -1.56 -6.18 -0.08
C -1.31 -5.70 1.56
C 0.03 -4.90 1.57
Cl 0.31 -3.98 2.99
H -1.25 -6.62 2.14
H -2.21 -5.25 1.97
H 0.08 -4.13 0.80
H 0.92 -5.49 1.33
Cl -2.77 0.41 -4.27
C -2.39 -0.59 -5.63
C -1.04 -0.04 -6.12
Cl -0.54 -0.99 -7.56
H -3.22 -0.52 -6.34
H -2.26 -1.59 -5.20
H -0.26 -0.15 -5.36
H -1.30 0.99 -6.35
Cl 0.86 -1.21 -1.43
C -0.47 -0.13 -0.88
C -0.66 -0.25 0.65
Cl -1.46 -1.73 1.14
H -1.32 -0.25 -1.54
H -0.06 0.84 -1.16
H -1.30 0.59 0.93
H 0.29 -0.09 1.16
C 3.89 2.46 7.03
O 4.88 2.74 7.76
N 3.47 3.27 6.14
C 2.33 2.81 5.26
C 3.94 4.65 6.00
H 3.33 1.51 7.10
H 1.43 3.29 5.64
H 2.13 1.74 5.28
H 2.61 3.29 4.32
H 4.81 4.90 6.60
H 4.01 4.76 4.92
H 3.11 5.33 6.22
C -5.85 4.81 -2.04
O -5.34 5.54 -1.22
N -5.36 3.57 -2.27
C -4.09 3.17 -1.64
C -5.89 2.90 -3.48
H -6.81 5.06 -2.52
H -4.05 3.60 -0.64
H -3.26 3.67 -2.15
H -4.16 2.13 -1.34
H -5.19 3.10 -4.29
H -5.79 1.82 -3.40
H -6.93 3.19 -3.63
C -5.19 -2.62 -4.57
O -5.59 -1.63 -5.19
N -5.09 -2.74 -3.26
C -4.53 -3.97 -2.75
C -5.22 -1.70 -2.32
H -5.08 -3.60 -5.05
H -3.95 -4.44 -3.55
H -5.30 -4.58 -2.27
H -3.82 -3.75 -1.96
H -5.80 -2.03 -1.46
H -4.23 -1.27 -2.20
H -5.89 -0.91 -2.67
C 5.19 -0.57 -0.93
O 4.51 0.46 -0.97
N 5.10 -1.71 -1.68
C 5.89 -2.93 -1.34
C 4.32 -1.76 -2.89
H 5.91 -0.77 -0.11
H 6.36 -3.46 -2.17
H 5.29 -3.69 -0.85
H 6.60 -2.75 -0.53
H 4.57 -2.57 -3.57
H 3.30 -2.00 -2.59
H 4.34 -0.79 -3.40
C 0.52 3.75 1.92
O -0.46 3.15 1.42
N 1.37 4.61 1.29
C 2.14 5.53 2.08
C 0.98 4.88 -0.10
H 0.75 3.68 2.99
H 1.57 6.45 2.01
H 3.16 5.77 1.82
H 2.09 5.22 3.13
H 1.91 4.98 -0.65
H 0.41 4.11 -0.62
H 0.46 5.84 -0.16
C 3.84 -1.95 2.93
Cl 2.38 -1.66 1.90
Cl 4.68 -3.42 2.43
Cl 4.94 -0.55 2.79
Cl 3.35 -2.27 4.57
C -4.49 1.09 3.11
Cl -5.00 2.00 1.64
Cl -4.62 -0.61 2.95
Cl -2.87 1.58 3.51
Cl -5.61 1.57 4.46
*
```

Properties
**Largest force on an atom**: 0.113 Eh/bohr
**E_LUMO**: -0.0006 Ha
**Electronic energy**: -10994.08413 a.u.
**M**: 1266.881 g mol⁻¹
**Kohn-Sham gap**: 9.13 eV